Entry from the OMol25 dataset: a molecular structure, C33H32N11O3Tl at a distorted geometry (ωB97M-V/def2-TZVPD).

Charge   +2
Relative energy (zero: lowest compared OMol25 entry of this formula, charge and spin)   50.5 kcal per mole
Gap between HOMO and LUMO   0.195 Eh
Multiplicity   1

Each line ends with the Löwdin charge.
CARTESIAN COORDINATES (ANGSTROEM)
Tl  -0.041  -0.815  2.100  1.18
N  -0.665  -2.663  3.823  -0.01
C  -0.460  -4.046  3.424  -0.24
C  -1.266  -4.282  2.171  -0.16
C  -0.626  -3.601  0.961  -0.17
N  -0.927  -2.139  0.912  -0.08
H  -0.061  -2.427  4.607  0.10
H  -1.623  -2.496  4.118  0.11
H  -0.755  -4.745  4.212  0.14
H  0.602  -4.203  3.229  0.13
H  -2.297  -3.942  2.304  0.13
H  -1.302  -5.356  1.986  0.14
H  -0.980  -4.092  0.050  0.14
H  0.458  -3.714  1.007  0.11
H  -1.932  -1.994  0.926  0.11
H  -0.565  -1.738  0.051  0.10
O  2.469  0.634  5.617  0.11
C  1.749  0.382  4.687  -0.60
O  1.816  -0.332  3.663  -0.09
C  0.308  1.167  4.780  -0.16
C  0.193  2.137  5.789  0.04
C  -1.010  2.786  5.873  0.05
C  -2.069  2.484  4.988  -0.13
C  -3.321  3.137  5.010  0.00
C  -4.305  2.794  4.124  -0.04
C  -4.090  1.779  3.174  -0.04
C  -2.892  1.121  3.125  -0.05
C  -1.863  1.465  4.014  -0.21
N  -0.643  0.864  3.979  0.08
H  1.034  2.319  6.438  0.13
H  -1.156  3.547  6.631  0.14
H  -3.482  3.924  5.735  0.13
H  -5.260  3.297  4.152  0.12
H  -4.883  1.528  2.482  0.12
H  -2.703  0.336  2.400  0.06
C  4.564  -2.219  -1.555  -0.05
N  3.698  -1.571  -0.584  -0.10
C  2.539  -1.993  -0.087  -0.11
N  2.068  -1.075  0.749  0.02
C  3.008  -0.090  0.728  -0.17
N  3.996  -0.365  -0.077  0.16
C  3.921  -2.358  -2.918  -0.20
C  4.278  -3.430  -3.729  -0.03
C  3.716  -3.576  -4.989  -0.04
C  2.784  -2.663  -5.447  0.00
C  2.432  -1.579  -4.643  -0.13
C  3.004  -1.425  -3.382  0.02
C  1.458  -0.625  -5.141  -0.28
N  0.885  -0.626  -6.305  0.12
N  0.033  0.415  -6.342  0.12
C  0.108  1.024  -5.197  -0.27
O  1.001  0.403  -4.384  0.13
C  -0.686  2.149  -4.746  -0.13
C  -1.649  2.697  -5.596  0.01
C  -2.474  3.702  -5.131  -0.03
C  -2.369  4.151  -3.820  -0.02
C  -1.403  3.621  -2.978  -0.21
C  -1.330  4.015  -1.518  -0.05
N  -1.389  2.796  -0.714  -0.09
C  -0.516  2.295  0.156  -0.09
N  -0.903  1.077  0.511  0.02
C  -2.049  0.881  -0.197  -0.21
N  -2.365  1.904  -0.940  0.17
C  -0.551  2.632  -3.449  0.02
H  4.847  -3.202  -1.176  0.14
H  5.461  -1.603  -1.624  0.15
H  2.078  -2.934  -0.331  0.14
H  2.951  0.808  1.316  0.12
H  5.007  -4.149  -3.377  0.12
H  4.004  -4.411  -5.612  0.12
H  2.322  -2.768  -6.418  0.12
H  2.738  -0.565  -2.780  0.12
H  -1.742  2.313  -6.601  0.12
H  -3.229  4.121  -5.782  0.12
H  -3.048  4.912  -3.457  0.12
H  -2.173  4.654  -1.260  0.14
H  -0.400  4.534  -1.284  0.14
H  0.352  2.812  0.530  0.15
H  -2.637  -0.019  -0.159  0.11
H  0.210  2.211  -2.803  0.12